Computed, not measured: the molecule C4H8N2O2 at a distorted geometry, with ωB97M-V/def2-TZVPD.

Last column: natural (NBO) charge in e.
Geometry (Å):
O  0.579  -0.340  2.243  -0.5849
O  0.622  1.800  1.482  -0.6757
N  2.000  -1.183  -1.076  -0.6166
N  -1.116  1.587  -0.331  -0.8518
C  0.208  0.508  1.449  0.7784
C  -0.802  0.266  0.310  -0.1641
C  0.941  -1.459  -0.394  0.1320
C  -0.367  -0.789  -0.716  -0.4820
H  -2.121  1.608  -0.528  0.3811
H  2.799  -1.712  -0.699  0.3404
H  -1.726  -0.063  0.801  0.2260
H  0.970  -2.170  0.450  0.1807
H  -1.132  -1.572  -0.777  0.2282
H  0.111  2.257  0.766  0.5096
H  -0.678  1.624  -1.257  0.3720
H  -0.290  -0.363  -1.724  0.2265

Computed properties:
Highest occupied orbital energy = -10.10 eV
Energy relative to the best compared isomer or geometry (same formula, charge and spin) = 33.6 kcal per mole
Orbital gap = 10.7078 eV
SMILES = [H]/N=C/C[C@H](N)C(=O)O
Electronic energy = -11352.6549 eV
Charge = 0

Computed, not measured: a cluster of 2 separate species, C4H8N2O2 in total at a distorted geometry, with ωB97M-V/def2-TZVPD.

Last column: natural (NBO) charge in e.
Geometry (Å):
O  0.162  1.989  -0.192  -0.3846
O  -1.169  -1.665  0.998  -0.5724
N  -0.795  -0.523  0.145  -0.1698
N  -1.238  1.728  0.057  -0.1661
C  0.973  1.076  0.546  -0.1081
C  0.940  -0.725  -1.271  -0.5904
C  0.564  -0.332  0.117  -0.1839
C  -1.568  0.587  0.465  0.1518
H  -0.067  -1.394  -1.802  0.2461
H  -1.988  -2.165  0.388  0.4758
H  -2.674  0.514  0.773  0.2232
H  1.979  -1.258  -1.301  0.2163
H  1.145  0.616  -1.774  0.2067
H  0.623  1.299  1.603  0.1929
H  2.106  1.381  0.437  0.2278
H  1.007  -1.126  0.811  0.2345

Computed properties:
Highest occupied orbital energy = -9.04 eV
Energy relative to the best compared isomer or geometry (same formula, charge and spin) = 194.8 kcal per mole
Orbital gap = 9.4984 eV
Electronic energy = -11345.6642 eV
Charge = 0

Computed, not measured: the molecule C4H8N2O2 at a distorted geometry, with ωB97M-V/def2-TZVPD.

Last column: natural (NBO) charge in e.
Geometry (Å):
O  0.996  0.276  -2.023  -0.6238
O  -1.426  -0.388  -1.315  -0.7270
N  0.447  0.809  1.491  -0.8285
N  -2.417  0.338  0.626  -0.8281
C  -1.333  0.189  -0.191  0.5969
C  -0.003  0.548  0.183  -0.2447
C  1.704  -1.286  -0.402  -0.7156
C  0.806  -0.158  -0.770  0.6047
H  -3.321  0.226  0.192  0.4101
H  2.120  -1.154  0.601  0.2526
H  -0.256  0.825  2.222  0.3607
H  -2.323  0.843  1.495  0.3832
H  2.564  -1.368  -1.067  0.2289
H  0.263  0.895  -2.213  0.5062
H  1.035  1.628  1.587  0.3718
H  1.143  -2.222  -0.414  0.2526

Computed properties:
Highest occupied orbital energy (spin up / spin down) = -7.18 / -7.18 eV
Energy relative to the best compared isomer or geometry (same formula, charge and spin) = 65.0 kcal per mole
Orbital gap (spin up / spin down) = 7.8788 / 7.8795 eV
SMILES = C/C(O)=C(\N)C(N)=O
Electronic energy = -11351.2927 eV
Charge = 0

Computed, not measured: the molecule C4H8N2O2 at a distorted geometry, with ωB97M-V/def2-TZVPD.

Last column: natural (NBO) charge in e.
Geometry (Å):
O  1.992  -0.236  0.041  -0.4920
O  0.351  -1.310  -0.688  -0.5289
N  0.028  1.084  -0.169  -0.4167
N  -1.208  0.822  -0.253  -0.2507
C  -0.880  -2.126  -0.979  -0.2841
C  -2.363  1.331  0.622  -0.2219
C  0.631  0.043  -0.351  0.8658
C  2.657  0.918  0.631  -0.3006
H  -2.180  2.366  1.112  0.1683
H  2.580  1.962  0.049  0.2125
H  3.678  0.513  1.068  0.2156
H  -1.816  -2.444  -0.218  0.2039
H  2.011  1.085  1.554  0.1854
H  -0.286  -3.214  -1.213  0.2069
H  -3.574  1.080  0.614  0.2291
H  -1.621  -1.875  -1.821  0.2073

Computed properties:
Highest occupied orbital energy = -8.86 eV
Energy relative to the best compared isomer or geometry (same formula, charge and spin) = 223.9 kcal per mole
Orbital gap = 8.8692 eV
SMILES = C=NN=C(OC)OC
Electronic energy = -11344.4019 eV
Charge = 0